# 1
Here is a structure of composition C2H2BeO7 in a non-equilibrium geometry from the Open Molecules 2025 dataset. Energies are from wB97M-V/def2-TZVPD.

Computed properties:
- E_LUMO: 4.75 eV
- Net charge: -2
- Orbital gap: 3.037 eV

```
12
C2H2BeO7 (wB97M-V/def2-TZVPD)
Be 0.31 -0.29 -0.14
C -0.35 1.99 -0.26
O -0.32 2.93 -1.17
O 0.43 1.07 -0.73
O -0.27 2.42 0.88
C -0.76 -0.88 1.38
O -1.13 -0.78 0.04
O -1.62 -0.80 2.32
O 0.43 -0.49 1.40
O 1.12 -1.39 -1.00
H 0.63 -2.22 -0.85
H 1.52 -1.56 -1.88
```

# 2
Here is a structure of composition C2H2Br2ClNO2 in a non-equilibrium geometry from the Open Molecules 2025 dataset. Energies are from wB97M-V/def2-TZVPD.

Computed properties:
- Multiplicity: 3
- E_LUMO (alpha / beta): -0.08 / -3.44 eV
- Orbital gap (alpha / beta): 7.486 / 7.029 eV
- Expectation value of S²: 2.014

```
10
C2H2Br2ClNO2 (wB97M-V/def2-TZVPD)
C -0.08 -0.32 -0.16
C 1.15 -0.11 -1.98
N -0.20 -1.72 -0.20
O -0.63 -2.16 -1.25
O -0.02 -2.27 0.88
Cl 2.18 -1.43 -2.09
Br -0.32 -0.03 -3.24
Br 1.93 1.62 -1.86
H -0.89 0.45 -0.32
H 0.61 -0.12 0.74
```

# 3
Here is a structure of composition C2H2Br2S2 in a non-equilibrium geometry from the Open Molecules 2025 dataset. Energies are from wB97M-V/def2-TZVPD.

Computed properties:
- E_LUMO: -1.36 eV
- Orbital gap: 6.753 eV

```
8
C2H2Br2S2 (wB97M-V/def2-TZVPD)
C 1.62 0.15 -0.59
C -1.59 -0.94 0.65
S 2.65 1.26 0.03
S -0.54 0.27 0.12
Br 1.95 -1.64 -0.21
Br -3.12 -1.05 -0.38
H -1.46 -1.81 1.25
H 2.31 2.49 -0.53
```

Number 1: energy -618.90995 Eh. Number 2: energy -5890.56759 Eh. Number 3: energy -6021.64801 Eh.